No. 1
ORCA calculation (the ωB97M-V functional and the def2-TZVPD basis) on a single C3H8N2O2 molecule in a non-equilibrium geometry.

Last column: natural (NBO) charge in e.
Element x y z (Å)
1 C -1.6047 -0.3137 1.7332  -0.268
2 C 0.8499 -0.6223 -0.3452  0.632
3 C 0.4140 0.8240 -0.8852  -0.360
4 H -2.7988 -0.1846 1.6477  0.203
5 H -1.2104 -0.9441 2.6163  0.194
6 H -1.2133 0.8953 1.7250  0.180
7 H 0.6692 -2.2789 0.6955  0.390
8 H -0.7451 0.5983 -1.1687  0.224
9 H 0.3137 1.8492 -0.2643  0.234
10 H 1.5920 0.4708 -2.5350  0.387
11 H 2.1332 2.0667 -1.4770  0.358
12 N 0.0533 -1.2370 0.6358  -0.380
13 N 1.2309 1.4376 -2.0799  -0.828
14 O -1.2718 -1.1681 0.7250  -0.366
15 O 1.5879 -1.3932 -1.0231  -0.602

Atoms 1-2, force components in eV/Å:
C -2.2 2.5 2.9
C -1.1 -0.8 -3.2

## Properties
Charge: 0
SMILES string: CONC(=O)CN
HOMO-LUMO gap (hartree): 0.3820
Relative energy (zero: lowest compared OMol25 entry of this formula, charge and spin) (kcal per mole): 165.8


No. 2
ORCA calculation (the ωB97M-V functional and the def2-TZVPD basis) on 9 unconnected molecules or ions with the total composition C23H62ClO26S8 in a non-equilibrium geometry.

Last column: Mulliken charge in e.
Element x y z (Å)
1 Cl -0.8295 0.4700 -0.2856  1.171
2 O -0.1795 0.0176 0.9347  -0.236
3 O -0.6574 -0.5183 -1.3205  -0.383
4 O -2.2446 0.6195 -0.0059  -0.646
5 O -0.2289 1.7121 -0.6969  -0.741
6 O 4.2116 -2.3918 -0.6512  -0.646
7 S 4.0179 -1.2126 -1.4427  1.289
8 O 5.0102 -0.1956 -1.4676  -0.684
9 O 3.7864 -1.6393 -2.9485  -0.377
10 C 3.0233 -2.8758 -3.1194  1.157
11 C 2.7456 -3.0184 -4.5980  -2.011
12 C 2.4737 -0.5441 -0.9827  0.076
13 H 2.1253 -2.8756 -2.5033  -0.517
14 H 3.6876 -3.6625 -2.7670  0.233
15 H 3.6756 -3.1370 -5.1554  0.513
16 H 2.2177 -2.1604 -5.0178  0.353
17 H 2.1403 -3.9089 -4.7829  0.512
18 H 2.6215 -0.2194 0.0438  -0.565
19 H 1.7504 -1.3568 -0.9255  -0.293
20 H 2.1285 0.2307 -1.6597  0.685
21 O 0.1092 -4.7532 -6.0596  -0.573
22 S -0.8888 -3.9309 -6.6451  1.172
23 O -2.0745 -4.4524 -7.1768  -0.619
24 O -1.3644 -2.8260 -5.6007  -0.377
25 C -0.5466 -2.5789 -4.4411  0.306
26 C -1.1650 -3.0640 -3.1744  -0.473
27 C -0.1304 -2.8992 -7.8268  -0.810
28 H -0.3356 -1.4991 -4.4131  0.451
29 H 0.4966 -2.9046 -4.5360  -0.524
30 H -1.4115 -4.1236 -3.3517  0.330
31 H -2.0920 -2.5805 -2.8802  0.303
32 H -0.4678 -3.0785 -2.3378  -0.118
33 H 0.6958 -2.4219 -7.2871  0.230
34 H -0.8359 -2.1744 -8.2052  0.320
35 H 0.4437 -3.5238 -8.5108  0.365
36 O 2.6518 5.5567 -0.3390  -0.671
37 S 3.2657 4.3643 -0.7922  1.401
38 O 3.0737 3.9478 -2.1362  -0.670
39 O 4.8070 4.5672 -0.5572  -0.407
40 C 5.6980 3.4215 -0.6949  0.197
41 C 6.1860 3.2786 -2.1249  -1.242
42 C 2.8786 3.0659 0.3566  -0.107
43 H 5.2080 2.5025 -0.3871  0.026
44 H 6.5485 3.6845 -0.0724  0.269
45 H 5.3661 2.9868 -2.7811  0.271
46 H 6.9684 2.5242 -2.1977  0.385
47 H 6.5779 4.2257 -2.5017  0.363
48 H 1.8201 3.1431 0.5879  -0.149
49 H 3.4905 3.2524 1.2336  0.504
50 H 3.1342 2.1544 -0.1730  -0.190
51 O -0.3434 6.0043 4.7249  -0.682
52 S 0.0379 5.2494 3.5788  1.163
53 O 1.2277 4.4615 3.6447  -0.558
54 O -1.2079 4.3497 3.2238  -0.201
55 C -1.0474 3.0899 2.5386  1.248
56 C -1.7476 1.9183 3.1840  -0.744
57 C 0.1285 6.3070 2.1778  -0.705
58 H 0.0129 2.8637 2.4617  -0.929
59 H -1.3582 3.2240 1.5010  0.116
60 H -1.1652 1.0065 3.0974  0.120
61 H -2.7060 1.7937 2.6762  -0.007
62 H -1.9841 2.0827 4.2381  0.463
63 H 0.5764 5.7429 1.3579  0.149
64 H 0.7284 7.1728 2.4343  0.395
65 H -0.8824 6.5631 1.8684  0.270
66 O 2.4743 -5.3883 0.7404  -0.727
67 S 1.4303 -4.4654 0.5026  1.094
68 O 1.2174 -3.9733 -0.8277  -0.393
69 O 0.0922 -5.1363 1.0362  -0.394
70 C -1.0529 -5.1485 0.1339  0.335
71 C -0.9184 -6.1885 -0.9518  -1.364
72 C 1.5708 -3.1269 1.6533  -0.346
73 H -1.1793 -4.1373 -0.2430  -0.025
74 H -1.8598 -5.4619 0.7934  0.312
75 H -1.7880 -6.1151 -1.6178  0.385
76 H -0.9313 -7.2063 -0.5687  0.348
77 H -0.0766 -5.9763 -1.6088  0.324
78 H 2.4669 -2.6054 1.3162  0.144
79 H 1.6592 -3.6200 2.6160  0.523
80 H 0.6689 -2.5247 1.5851  -0.188
81 O -5.5224 2.5191 2.1474  -0.616
82 S -5.3069 3.5387 1.1652  1.090
83 O -6.3870 4.3512 0.6989  -0.596
84 O -4.1598 4.5009 1.6899  -0.209
85 C -4.1879 4.9381 3.0559  0.033
86 C -5.3887 5.7310 3.4877  -1.310
87 C -4.4132 2.8303 -0.1867  -0.453
88 H -3.2502 5.4602 3.2013  0.174
89 H -4.1321 4.0419 3.6846  0.257
90 H -5.3287 5.9415 4.5502  0.383
91 H -6.3003 5.2395 3.1439  0.356
92 H -5.4597 6.6795 2.9406  0.327
93 H -3.5883 2.2818 0.2662  -0.174
94 H -3.9827 3.6312 -0.7803  0.339
95 H -5.1239 2.1975 -0.7062  0.439
96 O -3.6985 -3.5244 3.7062  -0.745
97 S -2.8028 -2.6814 2.9779  1.288
98 O -1.4148 -2.6731 3.2497  -0.533
99 O -2.9827 -3.0069 1.4343  -0.217
100 C -4.3196 -3.2436 0.9745  -0.412
101 C -4.3036 -2.8935 -0.5043  -0.682
102 C -3.3836 -1.0274 2.9760  -0.510
103 H -5.0515 -2.6312 1.5034  0.439
104 H -4.5826 -4.2911 1.1279  0.247
105 H -3.4239 -3.3623 -0.9491  -0.071
106 H -4.1101 -1.8228 -0.6167  0.158
107 H -5.2103 -3.1659 -1.0365  0.476
108 H -2.7842 -0.5268 2.2096  -0.251
109 H -3.0691 -0.6217 3.9345  0.503
110 H -4.4207 -0.9300 2.6820  0.329
111 C 2.3093 0.8996 3.2795  -0.715
112 S 3.7034 0.1030 2.5063  0.802
113 O 4.6949 1.1001 2.0539  -0.659
114 C 4.3314 -0.6249 4.0287  -1.208
115 H 1.6021 0.1400 3.6102  0.499
116 H 1.8414 1.4568 2.4655  -0.496
117 H 2.5463 1.6453 4.0401  0.629
118 H 5.3564 -0.9610 3.8863  0.392
119 H 3.6862 -1.3874 4.4586  0.339
120 H 4.3920 0.1949 4.7534  0.383

Atoms 1-2, force components in eV/Å:
Cl 0.3 -0.7 0.3
O 0.1 0.0 -0.1

## Properties
Charge: -1
HOMO-LUMO gap (hartree): 0.3443
Relative energy (zero: lowest compared OMol25 entry of this formula, charge and spin) (kcal per mole): 0.5


No. 3
ORCA calculation (the ωB97M-V functional and the def2-TZVPD basis) on a molecular structure, C2H30O21Y in a non-equilibrium geometry.

Last column: Mulliken charge in e.
Element x y z (Å)
1 Y -1.2268 0.8241 2.0249  0.781
2 C 0.2949 -0.1070 0.1136  1.888
3 O -0.1319 -0.7874 1.1733  0.147
4 O -0.3367 0.9944 0.1042  0.135
5 O 0.6181 -0.8189 -0.8750  0.156
6 C 0.4217 2.6266 2.7034  0.856
7 O -0.8758 2.8857 2.3539  -0.647
8 O 0.8120 1.4476 2.5730  -0.897
9 O 1.0350 3.6283 3.3048  -0.822
10 O 0.7353 -3.1864 -1.8400  -0.877
11 H 0.2427 -3.8044 -1.2988  0.378
12 H 0.6183 -2.3919 -1.3064  0.254
13 O 1.7389 -2.1027 2.4849  -0.760
14 H 1.0879 -1.5661 1.9606  0.308
15 H 2.6156 -1.6924 2.4478  0.345
16 O 1.1327 2.8611 -0.9212  -0.733
17 H 0.5780 2.0516 -0.7695  -0.011
18 H 1.5126 3.1414 -0.0973  0.381
19 O -0.5575 -0.6641 3.7854  -0.449
20 H -0.9428 -1.2201 4.4342  0.229
21 H 0.3606 -0.5379 4.0621  0.234
22 O -0.8810 -3.4243 0.6206  -0.681
23 H -0.4953 -2.5440 0.7297  0.153
24 H -1.6193 -3.5204 1.2166  0.255
25 O 2.8522 1.2645 0.9517  -0.741
26 H 1.9547 1.3484 1.3438  0.100
27 H 3.4235 1.9082 1.4223  0.314
28 O 2.4605 0.4968 -2.3116  -0.740
29 H 1.7581 0.2686 -1.7232  -0.089
30 H 2.1838 0.1520 -3.1374  0.400
31 O -2.9161 1.5104 0.7532  -0.602
32 H -2.5624 1.6758 -0.1501  0.195
33 H -3.9115 1.3958 0.7105  0.290
34 O -1.4760 4.0332 -0.7118  -0.663
35 H -0.7773 3.4747 -1.0689  0.332
36 H -0.9721 4.7008 -0.2473  0.284
37 O -2.9533 -1.0706 2.0759  -0.443
38 H -3.9143 -1.0481 2.0282  0.223
39 H -2.7685 -1.9838 2.2360  0.153
40 O -2.5959 1.1329 -2.0013  -0.743
41 H -1.6465 1.0001 -2.2645  0.350
42 H -2.6952 2.0344 -2.1170  0.332
43 O 1.5322 -1.6020 -3.9176  -0.651
44 H 1.8693 -2.2669 -4.5074  0.324
45 H 1.3092 -2.1475 -3.1316  0.375
46 O -2.0906 -1.6160 -1.2914  -0.639
47 H -2.0744 -2.5491 -1.0635  0.394
48 H -1.2160 -1.3564 -1.3615  0.092
49 O 3.1691 -1.3614 -0.0573  -0.757
50 H 2.2312 -1.4159 -0.3251  0.080
51 H 3.1232 -0.4330 0.2727  0.484
52 O -0.1251 0.4629 -3.0495  -0.616
53 H -0.1037 0.0693 -3.9098  0.275
54 H 0.1946 -0.1709 -2.4313  0.067

Atoms 1-2, force components in eV/Å:
Y -1.4 -0.1 1.9
C -5.6 -3.7 0.1

## Properties
Charge: -1
HOMO-LUMO gap (hartree): 0.2392
Relative energy (zero: lowest compared OMol25 entry of this formula, charge and spin) (kcal per mole): 18.9


No. 4
ORCA calculation (the ωB97M-V functional and the def2-TZVPD basis) on a gas-phase ion, C4H7N2OS (charge +1) in a non-equilibrium geometry.

Last column: natural (NBO) charge in e.
Element x y z (Å)
1 C 0.6667 -0.1468 -0.4518  0.347
2 C -0.9963 -0.5780 2.5763  -0.135
3 C -0.2061 0.3670 1.8336  0.668
4 C -0.7092 -0.4185 -1.0914  -0.661
5 N 1.8065 -0.6258 -0.9406  -0.575
6 N 0.5161 0.5466 0.7994  -0.533
7 O -0.7159 0.8856 2.8901  -0.321
8 S 3.3841 -0.8402 -0.3600  -0.012
9 H -2.0693 -0.6545 2.3981  0.257
10 H -0.3684 -1.2806 3.3272  0.276
11 H -1.4881 -0.5260 -0.3698  0.226
12 H -0.6639 -1.3081 -1.6233  0.246
13 H -1.0826 0.3293 -1.8121  0.261
14 H 1.8779 -0.8243 -2.0352  0.478
15 H 1.2983 1.2952 0.7242  0.477

Atoms 1-2, force components in eV/Å:
C -1.9 -2.0 -1.2
C 1.1 -0.9 1.9

## Properties
Charge: +1
SMILES string: CC(=[NH+]/[S-])/[NH+]=C1\CO1
HOMO-LUMO gap (spin up / spin down) (hartree): 0.2598 / 0.2592
Relative energy (zero: lowest compared OMol25 entry of this formula, charge and spin) (kcal per mole): 109.7


No. 5
ORCA calculation (the ωB97M-V functional and the def2-TZVPD basis) on a single C2H4N2OS molecule in a non-equilibrium geometry.

Last column: natural (NBO) charge in e.
Element x y z (Å)
1 C -0.1325 0.8052 0.0306  0.374
2 C 3.0622 -0.5693 0.0765  -0.159
3 H -2.7082 -1.5427 0.7565  0.150
4 H -0.4914 1.8106 0.0589  0.169
5 H 3.3201 -1.6569 -0.0628  0.206
6 H 3.9472 0.2671 0.2465  0.192
7 N -0.7456 -0.2934 -0.1643  -0.587
8 N 1.7398 -0.3800 -0.1220  -0.116
9 O 1.2975 0.8746 0.0483  -0.362
10 S -2.4366 -0.1610 -0.0015  0.133

Atoms 1-2, force components in eV/Å:
C 1.5 -1.3 -1.0
C -2.1 1.4 -0.9

## Properties
Charge: 0
SMILES string: C=NO/C=N/S
HOMO-LUMO gap (hartree): 0.3416
Relative energy (zero: lowest compared OMol25 entry of this formula, charge and spin) (kcal per mole): 125.9


No. 6
ORCA calculation (the ωB97M-V functional and the def2-TZVPD basis) on 2 unconnected molecules or ions with the total composition C13H19Br2Cl4FNO2 in a non-equilibrium geometry.

Last column: natural (NBO) charge in e.
Element x y z (Å)
1 C 1.4772 -1.7342 2.4347  -0.687
2 C 0.9197 -0.7894 1.4174  -0.030
3 Br -0.9482 -0.4542 1.6967  0.029
4 C 1.6004 -0.2394 0.3975  -0.140
5 Br 3.4309 -0.7808 0.3120  0.123
6 C 1.0470 0.7129 -0.6877  0.199
7 C 2.2664 1.3778 -1.4112  -0.450
8 C 2.8143 0.5605 -2.5766  0.048
9 F 2.1621 0.9302 -3.7348  -0.362
10 C 0.2519 1.8947 -0.1149  -0.256
11 N -1.2212 1.9372 -0.4109  -0.503
12 C -1.7456 1.0706 -1.5345  -0.071
13 C -3.2609 0.8897 -1.3235  -0.466
14 C -3.7518 -0.4465 -1.8509  0.078
15 C -3.9461 -0.5487 -3.3869  -0.143
16 O -4.9838 -0.4407 -2.4241  -0.442
17 C -0.9565 -0.2071 -1.7366  -0.087
18 O 0.4421 -0.0588 -1.7097  -0.507
19 H 2.3949 -1.3571 2.8682  0.257
20 H 1.5899 -2.7319 2.0184  0.253
21 H 0.7700 -1.8291 3.2555  0.241
22 H 3.0423 1.6645 -0.7100  0.240
23 H 1.9308 2.2990 -1.8860  0.223
24 H 3.8640 0.8309 -2.6966  0.182
25 H 2.7898 -0.5091 -2.4053  0.187
26 H 0.3486 1.8564 0.9657  0.252
27 H 0.6638 2.8583 -0.3839  0.239
28 H -1.4562 2.8974 -0.6577  0.438
29 H -1.7581 1.7500 0.4360  0.448
30 H -1.6288 1.6618 -2.4404  0.229
31 H -3.5294 0.8841 -0.2656  0.220
32 H -3.8552 1.5826 -1.9122  0.251
33 H -3.4175 -1.3302 -1.3323  0.185
34 H -3.5631 -1.5445 -3.5450  0.212
35 H -3.4619 0.3639 -3.6940  0.181
36 H -1.2023 -0.5448 -2.7389  0.230
37 H -1.2609 -1.0195 -1.0803  0.195
38 C 2.4291 -2.2934 6.5742  -0.229
39 Cl 0.8864 -3.0501 6.9754  0.065
40 Cl 3.4659 -2.2656 7.9956  0.082
41 Cl 3.2165 -3.2128 5.2841  0.050
42 Cl 2.1433 -0.6345 6.0190  0.037

Atoms 1-2, force components in eV/Å:
C -0.8 0.1 0.5
C 0.6 0.2 -0.5

## Properties
Charge: +1
HOMO-LUMO gap (hartree): 0.3451